The following is a quantum chemistry calculation of C50H47As2Cl3GeN4O5Rb as an isolated structure, from OMol25.

Summary:
* gap between HOMO and LUMO (spin up / spin down): 6.88 / 7.04 eV
* energy above the lowest of the compared OMol25 structures with the same formula, charge and spin: 0.0 kJ/mol
* E: -285232.02544 eV
* HOMO (spin up / spin down): -7.2 / -8.0 eV

```
! wB97M-V def2-TZVPD RIJCOSX def2/J DEFGRID3
* xyz 0 2
Rb 0.136 1.350 0.301
O -0.144 -0.563 5.451
C 0.188 -0.152 4.215
O -0.520 -0.324 3.259
C 1.538 0.491 4.161
C 2.378 0.543 5.263
C 3.621 1.142 5.112
C 3.967 1.664 3.880
C 3.058 1.543 2.835
N 1.866 0.975 2.965
C 3.361 2.115 1.472
O 4.136 3.078 1.384
O 2.742 1.615 0.482
H -1.009 -0.996 5.382
H 2.062 0.121 6.205
H 4.304 1.204 5.949
H 4.909 2.162 3.703
C 2.311 -1.638 0.529
C 1.560 -1.487 -0.786
As 2.136 -2.626 -2.294
C 0.862 -1.829 -3.556
C 0.953 -0.508 -3.991
C -0.011 0.025 -4.837
C -1.073 -0.762 -5.265
C -1.166 -2.081 -4.846
C -0.203 -2.611 -3.994
C 3.759 -1.653 -2.792
C 4.610 -2.279 -3.701
C 5.787 -1.669 -4.111
C 6.136 -0.425 -3.605
C 5.305 0.202 -2.688
C 4.124 -0.408 -2.284
As 2.163 -3.351 1.519
C 0.415 -3.863 0.792
C -0.682 -3.181 1.315
C -1.954 -3.373 0.795
C -2.150 -4.277 -0.240
C -1.067 -4.977 -0.753
C 0.210 -4.765 -0.248
C 3.364 -4.529 0.528
C 3.204 -5.909 0.642
C 4.093 -6.779 0.028
C 5.170 -6.281 -0.692
C 5.357 -4.910 -0.785
C 4.461 -4.042 -0.174
H 1.894 -0.954 1.276
H 3.363 -1.361 0.438
H 1.597 -0.452 -1.140
H 0.505 -1.743 -0.654
H 1.783 0.111 -3.672
H 0.068 1.056 -5.158
H -1.827 -0.344 -5.919
H -1.990 -2.700 -5.181
H -0.280 -3.644 -3.672
H 4.351 -3.258 -4.091
H 6.432 -2.168 -4.824
H 7.053 0.054 -3.922
H 5.568 1.174 -2.289
H 3.500 0.111 -1.569
H -0.547 -2.465 2.118
H -2.787 -2.811 1.198
H -3.142 -4.438 -0.644
H -1.211 -5.683 -1.561
H 1.048 -5.291 -0.685
H 2.375 -6.315 1.212
H 3.946 -7.848 0.118
H 5.865 -6.960 -1.170
H 6.195 -4.507 -1.338
H 4.630 -2.975 -0.267
Cl 1.823 2.686 -2.496
Ge 3.078 3.485 -0.775
Cl 4.072 5.331 -1.566
Cl 1.399 4.385 0.431
C -4.440 4.330 4.073
N -3.547 4.166 2.920
N -3.719 2.930 2.277
C -2.487 2.362 1.981
O -2.338 1.378 1.276
C -1.507 3.234 2.632
C -2.181 4.262 3.176
C -1.655 5.407 3.967
C -4.922 2.683 1.573
C -5.685 3.739 1.088
C -6.876 3.475 0.429
C -7.296 2.167 0.238
C -6.515 1.119 0.705
C -5.331 1.368 1.379
H -5.471 4.278 3.732
H -4.270 5.312 4.505
H -4.261 3.552 4.820
H -0.436 3.097 2.652
H -0.569 5.425 3.905
H -1.937 5.323 5.019
H -2.042 6.352 3.586
H -5.331 4.753 1.220
H -7.470 4.298 0.054
H -8.226 1.964 -0.278
H -6.834 0.096 0.553
H -4.710 0.562 1.743
N -2.008 -0.305 -1.682
C -2.660 0.906 -1.960
C -4.045 1.025 -1.884
C -4.654 2.253 -2.092
C -3.900 3.382 -2.385
C -2.518 3.268 -2.462
C -1.907 2.043 -2.245
H -2.601 -1.119 -1.766
H -1.193 -0.454 -2.266
H -4.647 0.154 -1.646
H -5.732 2.326 -2.019
H -4.384 4.335 -2.548
H -1.902 4.131 -2.681
H -0.828 1.964 -2.309
*
```

Here are the Löwdin charges for atoms 1 to 4, given in e: 0.770, 0.119, -0.456, 0.096